Entry w
This record from OMol25 describes a molecular structure, C4H11N6. The level of theory is the ωB97M-V functional and the def2-TZVPD basis.

## Properties
Kohn-Sham gap = 10.46 eV
E_LUMO = -3.1 eV
E_HOMO = -13.53 eV

The geometry in ORCA input format:
```
! wB97M-V def2-TZVPD RIJCOSX def2/J DEFGRID3
* xyz 1 1
C 0.8412 -1.4983 0.6671
C -0.7651 -0.7016 -0.3588
C -2.5795 -1.2255 1.2805
C 0.3426 1.8992 0.3655
N 0.4977 -0.9336 -0.4608
N -0.1465 -1.6525 1.4989
N -1.1934 -1.2251 0.7910
N 1.5349 2.0279 0.0952
N -0.8337 1.7736 0.1886
N 2.0397 0.4717 -2.0324
H 1.8216 -1.8956 0.8837
H -3.3557 -1.7800 0.7603
H -2.5955 -1.4757 2.2729
H -2.7300 -0.0320 1.2563
H 1.2955 0.9162 -2.4042
H 2.1944 2.3953 0.8195
H -1.5199 2.0072 0.8863
H 2.7067 0.1425 -2.7862
H 1.3247 -0.3493 -1.2714
H -1.2772 -0.0103 -1.0425
H 2.3976 1.1459 -1.4095
*
```


Entry x
This record from OMol25 describes 2 unconnected molecules or ions with the total composition C4H11N6. The level of theory is the ωB97M-V functional and the def2-TZVPD basis.

## Properties
Kohn-Sham gap = 9.16 eV
E_LUMO = -3.1 eV
E_HOMO = -12.28 eV

The geometry in ORCA input format:
```
! wB97M-V def2-TZVPD RIJCOSX def2/J DEFGRID3
* xyz 1 1
C 2.3822 -0.2558 -0.4995
C 0.9400 0.7786 0.8539
C 2.0274 -0.5665 -1.7395
C -1.8664 0.2790 -1.3078
N 0.1019 0.4063 1.5563
N -1.7259 1.1425 -0.4051
N 2.0319 0.9109 0.1959
N 3.3378 -1.0195 0.1930
N -2.5666 -0.8918 -1.3940
N -2.2428 1.1489 0.9301
H 1.4246 0.0161 -2.3702
H 2.4509 -1.4535 -2.1616
H -1.4830 0.7206 -2.2315
H -1.0028 0.6213 1.5644
H 2.3163 1.8435 0.0102
H 3.6940 -1.8659 -0.2986
H 3.3512 -1.0187 1.1935
H -2.6636 -1.3451 -2.2665
H -3.2251 -1.1784 -0.7644
H -2.1634 2.0527 1.3870
H -3.3008 0.9017 0.8365
*
```


Which one sits at the top of the stability order? entry w does.